C6H11N | ωB97M-V with the def2-TZVPD basis set

The geometry in XYZ format:
```
18
Properties=species:S:1:pos:R:3:forces:R:3:mulliken_charge:R:1
C -2.088 2.069 -0.710 0.9 0.6 0.6 -0.7828
C -0.967 1.543 -0.217 0.1 0.2 -0.7 0.0101
C -0.179 0.538 -1.034 0.3 0.0 0.2 -0.7329
C 0.600 -0.430 -0.184 0.3 -0.1 0.8 0.7329
C 1.458 0.133 0.915 1.0 0.2 0.2 -1.8022
C 0.307 -1.732 -0.192 -1.5 0.5 0.1 -0.2946
N 0.779 -2.740 0.629 0.7 0.0 0.5 -0.4917
H -2.713 2.682 -0.072 0.0 0.3 -0.3 0.2648
H -2.195 2.089 -1.786 -0.9 -0.6 0.0 0.2638
H -0.532 1.918 0.705 -0.4 -0.6 0.4 0.2983
H -0.901 -0.034 -1.612 0.1 0.1 -0.3 0.3659
H 0.509 1.044 -1.720 0.0 0.1 -0.1 0.3097
H 1.801 1.159 0.745 -0.5 0.1 -0.1 0.3704
H 0.926 0.091 1.873 -0.1 0.2 0.0 0.3492
H 2.417 -0.363 1.113 -0.2 -0.5 -0.3 0.4589
H -0.606 -1.973 -0.722 0.3 -0.5 -0.6 0.2266
H 1.185 -2.445 1.508 0.0 0.0 -0.2 0.2023
H 0.200 -3.551 0.761 -0.1 0.1 -0.2 0.2512
```
Forces are in eV/Å.

- spin multiplicity = 1
- total charge = 0
- SMILES string = C=CC/C(C)=C/N

C2H4BrO2P | ωB97M-V with the def2-TZVPD basis set

The geometry in XYZ format:
```
10
Properties=species:S:1:pos:R:3:forces:R:3:mulliken_charge:R:1
C -1.623 0.577 -0.221 -0.8 -0.7 0.7 -0.9679
C -0.399 -0.256 -0.104 -0.5 -0.1 1.1 0.7930
O -0.495 -1.434 0.165 0.5 -0.5 -0.3 -0.5516
O 0.786 0.333 -0.180 0.5 -1.1 -0.5 -0.2891
P 2.025 -0.974 -0.167 -1.7 0.7 -1.0 0.2267
Br 3.546 0.513 0.047 1.5 0.8 0.1 -0.1592
H -2.226 0.117 -1.033 -0.2 0.2 1.1 0.2638
H -1.451 1.558 -0.479 0.9 2.2 -1.1 0.3625
H -2.069 0.767 0.801 0.0 -1.2 -1.2 0.2597
H 1.906 -1.200 1.171 -0.1 -0.4 1.1 0.0621
```
Forces are in eV/Å.

- spin multiplicity = 1
- total charge = 0
- SMILES string = CC(=O)OPBr

Across the entries above, relative energy (zero: lowest compared OMol25 entry of this formula, charge and spin) takes the values 39.7 5.6 kcal per mole, respectively.
Across the entries above, HOMO level takes the values -7.8101 -9.8674 eV, respectively.
Across the entries above, orbital gap takes the values 8.8198 10.4879 eV, respectively.